(1)
{"formula": "C16H36BO4S2", "method": "the ωB97M-V functional and the def2-TZVPD basis", "charge": -1, "symbols": ["B", "C", "C", "C", "C", "C", "C", "C", "C", "H", "H", "H", "H", "H", "H", "H", "H", "H", "H", "H", "H", "H", "H", "H", "H", "H", "H", "H", "H", "C", "C", "C", "S", "O", "O", "C", "H", "H", "H", "H", "H", "H", "H", "H", "C", "C", "C", "S", "O", "O", "C", "H", "H", "H", "H", "H", "H", "H", "H"], "positions_angstrom": [[0.183705, -2.813155, -3.986177], [-0.326478, -1.538884, -4.894693], [0.531868, -0.247552, -4.712311], [0.178930, 0.518739, -3.395289], [-1.075452, 1.410091, -3.602675], [-2.259366, 1.086845, -2.641549], [-2.623527, -0.420168, -2.531242], [-3.863764, -0.869634, -3.372141], [-4.054418, -0.131008, -4.732884], [1.342244, -3.039452, -4.275250], [0.039366, -2.599121, -2.794727], [-0.517930, -3.777880, -4.236724], [-0.212755, -1.829782, -5.964003], [-1.411632, -1.345507, -4.742460], [0.301721, 0.430005, -5.558301], [1.598932, -0.524607, -4.759848], [0.052522, -0.225549, -2.592578], [1.087089, 1.096401, -3.134921], [-1.380760, 1.440542, -4.661636], [-0.770175, 2.452537, -3.371698], [-1.998816, 1.473749, -1.635386], [-3.146541, 1.667258, -2.961001], [-1.793228, -1.104935, -2.752787], [-2.885818, -0.598789, -1.469442], [-3.712183, -1.940071, -3.598741], [-4.761044, -0.837938, -2.730803], [-4.138364, -0.904163, -5.518189], [-3.214575, 0.504971, -5.025825], [-5.024282, 0.393050, -4.742972], [2.628555, 1.183299, 1.145357], [2.353962, 0.112052, 0.082480], [0.988577, -0.505262, 0.396429], [0.045790, 0.767532, 1.233110], [-0.207484, 0.340163, 2.592206], [-1.017013, 1.220248, 0.368545], [1.343245, 1.993888, 1.257530], [3.475820, 1.814245, 0.875854], [2.852879, 0.708262, 2.103034], [2.327772, 0.575257, -0.906905], [3.133113, -0.649530, 0.065521], [0.460562, -0.805304, -0.507378], [1.076873, -1.354418, 1.072677], [1.279774, 2.580078, 2.172724], [1.204819, 2.636946, 0.387697], [0.727800, -0.947695, 6.367679], [1.663459, -0.680679, 7.551856], [2.681937, 0.371877, 7.102593], [1.865411, 1.349424, 5.839784], [2.548565, 1.137848, 4.585326], [1.609723, 2.675058, 6.354244], [0.339642, 0.423005, 5.826069], [-0.149019, -1.521518, 6.666283], [1.257223, -1.515768, 5.598590], [1.082963, -0.295230, 8.393919], [2.161554, -1.590618, 7.887808], [2.980731, 1.023489, 7.920874], [3.561885, -0.086405, 6.653241], [-0.064440, 0.386786, 4.815225], [-0.359946, 0.926977, 6.493885]], "forces_ev_per_a": [[-0.5, 0.3, -0.3], [0.5, 0.0, -0.4], [-1.1, -0.3, 0.2], [0.6, -0.4, -1.0], [0.2, 0.6, 1.0], [0.3, -0.1, -0.1], [-0.8, 0.1, 0.5], [0.8, -0.2, -0.1], [-0.7, -1.0, 0.0], [0.4, -0.1, 0.1], [0.2, 0.2, 0.5], [-0.1, -0.4, -0.1], [-0.2, 0.1, 0.4], [0.5, 0.2, -0.2], [0.4, 0.0, 0.3], [-0.3, 0.1, 0.1], [-0.1, 0.3, -0.3], [-0.5, 0.2, 0.1], [0.1, -0.4, 0.4], [-0.2, -0.3, -0.2], [-0.1, -0.3, -0.6], [0.3, -0.2, 0.1], [-0.1, 0.5, 0.0], [0.2, -0.1, -0.4], [-0.1, 0.4, 0.2], [0.2, 0.3, -0.4], [0.1, 0.4, 0.2], [-0.3, 0.0, 0.3], [0.5, 0.2, -0.1], [0.0, -0.2, 0.0], [0.1, 0.2, -0.1], [0.2, -0.3, -0.2], [0.3, 0.0, -0.6], [-0.3, 0.0, 0.1], [-0.1, 0.0, 0.6], [0.4, 0.2, 0.1], [0.0, 0.0, 0.0], [0.0, 0.1, 0.0], [0.0, -0.1, 0.0], [-0.1, 0.0, 0.0], [-0.1, 0.0, 0.1], [-0.1, 0.1, 0.1], [-0.1, -0.1, 0.0], [-0.1, -0.1, 0.0], [0.1, 0.0, 0.0], [-0.1, -0.1, 0.1], [0.2, -0.3, 0.4], [-0.4, 0.0, 0.0], [0.1, 0.3, 0.2], [0.3, 0.0, -0.3], [-0.3, -0.3, -0.1], [0.0, 0.0, 0.0], [-0.1, 0.0, 0.0], [0.0, 0.0, 0.0], [0.0, 0.0, 0.0], [0.0, 0.1, -0.1], [0.0, 0.1, -0.1], [0.1, 0.2, -0.1], [0.1, 0.1, 0.0]], "mulliken_charge": [0.16, -0.72, -1.11, 1.34, -0.97, -0.40, 0.24, -0.86, -1.04, -0.25, -0.25, -0.26, 0.25, -0.04, 0.39, 0.39, -1.04, 0.39, 0.43, 0.25, 0.11, 0.40, -0.13, 0.28, 0.28, 0.47, 0.35, 0.21, 0.28, -0.43, -0.43, -0.33, 0.98, -0.67, -0.63, -0.80, 0.40, 0.16, 0.05, 0.41, -0.11, 0.42, 0.43, 0.35, -0.64, -0.61, -0.67, 1.12, -0.58, -0.72, -0.25, 0.38, 0.30, 0.30, 0.34, 0.32, 0.36, 0.09, 0.34]}

=====

(2)
{"formula": "C16H36MgN2O8S4", "method": "the ωB97M-V functional and the def2-TZVPD basis", "symbols": ["Mg", "C", "O", "O", "O", "C", "C", "N", "H", "H", "H", "C", "C", "N", "H", "H", "H", "C", "S", "O", "C", "H", "H", "H", "H", "H", "H", "C", "S", "O", "C", "H", "H", "H", "H", "H", "H", "C", "S", "O", "C", "H", "H", "H", "H", "H", "H", "C", "S", "O", "C", "H", "H", "H", "H", "H", "H", "C", "C", "O", "C", "H", "H", "H", "H", "H", "H"], "positions_angstrom": [[-0.702427, -0.422474, 2.292790], [-0.096781, 0.449999, -0.713226], [-1.032441, -0.296111, -0.561557], [0.795319, -0.135421, -0.089428], [-0.384051, 1.406299, 0.054640], [0.510875, -6.112593, -1.681866], [0.421258, -5.974289, -3.189816], [0.382028, -5.865712, -4.336028], [-0.407107, -5.903442, -1.132608], [1.119804, -5.287949, -1.311369], [1.086077, -6.942281, -1.270939], [-6.494043, 2.474339, -2.121396], [-6.847207, 3.725368, -1.452191], [-7.144083, 4.734589, -0.991770], [-6.915621, 1.763387, -1.410811], [-5.409986, 2.527593, -2.221790], [-7.059670, 2.467721, -3.053131], [0.002570, -4.777389, 6.501744], [0.210394, -5.250444, 4.737301], [-0.038847, -3.928343, 3.994236], [2.033965, -5.440099, 4.635564], [0.273607, -5.634933, 7.117562], [-1.066052, -4.564835, 6.532968], [0.621610, -3.935434, 6.811597], [2.406551, -4.483968, 5.003106], [2.396025, -5.530816, 3.611468], [2.414192, -6.229400, 5.284042], [3.330546, 2.747318, 6.160926], [3.358745, 1.256335, 5.118094], [1.951917, 1.076575, 4.689973], [4.312138, 1.852454, 3.666749], [2.814028, 3.531557, 5.607503], [4.381884, 3.005665, 6.287596], [2.819437, 2.499890, 7.091330], [3.798158, 2.661094, 3.147107], [4.484915, 1.072486, 2.925188], [5.316681, 2.145614, 3.971783], [-0.868193, 10.143812, 0.893078], [0.710974, 9.216832, 0.735198], [1.698587, 10.275365, 1.289338], [0.452027, 7.872018, 2.005094], [-0.866255, 10.892839, 0.101215], [-0.972584, 10.460282, 1.930887], [-1.751778, 9.568110, 0.617506], [0.521322, 8.198633, 3.042701], [1.255033, 7.177199, 1.759096], [-0.483481, 7.318773, 1.922454], [4.794614, -0.461296, -7.247428], [5.679660, -1.469429, -5.994557], [6.825666, -0.584727, -5.488956], [4.566872, -1.291681, -4.509095], [5.136258, -0.631473, -8.268418], [4.858445, 0.595211, -6.987037], [3.764336, -0.803583, -7.150092], [3.524539, -1.545529, -4.701964], [4.504838, -0.242736, -4.219343], [5.012003, -1.979746, -3.790397], [-5.956347, -3.804457, -2.272317], [-6.013909, -3.256275, -3.733125], [-6.976156, -2.640667, -4.137534], [-5.023555, -3.888269, -4.721264], [-5.824866, -4.882132, -2.175276], [-6.748970, -3.460519, -1.607814], [-5.081175, -3.339742, -1.818199], [-4.658772, -4.907275, -4.592164], [-4.152911, -3.264814, -4.924728], [-5.570631, -3.947074, -5.662193]], "forces_ev_per_a": [[0.3, 0.2, -0.8], [0.2, 1.2, 4.7], [-7.2, -5.2, -3.5], [7.3, -2.7, -0.2], [-0.5, 6.4, -0.2], [0.7, 1.4, -0.4], [0.0, -0.5, 1.4], [0.0, 0.0, 0.6], [-0.3, -0.7, -0.5], [0.2, 0.4, -0.4], [-0.6, -0.5, -0.7], [-0.7, 1.2, 0.9], [-0.2, 0.9, -0.3], [0.1, -0.1, 0.1], [0.6, -0.8, -0.4], [-0.1, -0.8, -0.2], [0.4, -0.3, -0.1], [0.4, -0.8, -0.6], [0.4, 2.2, -0.7], [0.1, -1.7, 0.7], [-0.1, 0.6, 0.7], [-0.3, -0.1, 0.1], [0.2, 0.1, 0.3], [-0.1, 0.1, -0.4], [0.1, 0.0, 0.1], [-0.5, -0.3, 0.0], [-0.2, -0.2, -0.1], [0.6, -0.2, -1.0], [0.2, -0.1, -0.1], [-0.4, -0.2, -0.3], [0.1, 0.3, 0.1], [-0.1, 0.0, 0.1], [-0.1, 0.2, 0.4], [0.2, 0.0, -0.1], [-0.1, 0.1, 0.3], [-0.5, -0.4, 0.3], [-0.1, 0.3, 0.3], [-0.3, -1.0, -0.5], [0.3, 2.0, 1.5], [-1.3, -2.2, -0.8], [0.3, 0.2, -0.3], [0.5, 0.5, 0.6], [0.2, 0.5, -0.3], [0.1, -0.6, 0.2], [0.3, 0.4, -0.2], [0.1, 0.0, 0.3], [-0.1, 0.3, -0.5], [-0.5, -0.4, 0.7], [1.0, 2.2, 1.4], [-0.8, -1.3, -1.0], [-0.6, -0.1, -1.3], [0.3, -0.2, 0.3], [0.1, -0.1, 0.1], [-0.2, 0.1, -0.3], [0.0, -0.6, -0.2], [0.8, -0.1, 0.1], [-0.1, 0.4, 0.1], [0.6, 1.4, 0.0], [-1.3, -2.7, 0.6], [1.0, 0.4, 0.3], [-0.1, 0.5, -1.0], [0.0, 0.1, -0.4], [-0.4, -0.1, -0.6], [0.5, -0.2, 0.0], [-0.1, 0.1, 0.9], [0.0, 0.2, 0.2], [0.0, 0.3, -0.1]], "mulliken_charge": [0.44, 0.39, -0.22, -0.26, -0.30, -0.77, 0.33, -0.35, 0.27, 0.25, 0.28, -0.60, 0.23, -0.36, 0.23, 0.25, 0.25, -0.88, 0.46, -0.61, -0.86, 0.37, 0.29, 0.30, 0.26, 0.31, 0.35, -0.88, 0.49, -0.61, -0.92, 0.28, 0.36, 0.30, 0.30, 0.32, 0.35, -0.90, 0.48, -0.61, -0.87, 0.32, 0.29, 0.36, 0.31, 0.28, 0.34, -0.81, 0.48, -0.62, -0.89, 0.31, 0.29, 0.28, 0.36, 0.31, 0.28, -1.00, 0.76, -0.53, -1.04, 0.30, 0.31, 0.27, 0.33, 0.27, 0.32]}

=====

no.,frontier orbital gap (eV),calculated total energy (Eh),E_LUMO (eV)
1,6.63,-1753.3937,1.934
2,3.67,-3134.9516,-3.167